Record 1
15
Properties=species:S:1:pos:R:3 method="wB97M-V/def2-TZVPD" total_charge=+1 molar_mass_g_mol=94.137 e_lumo_ha=-0.2179 e_above_lowest_ev=7.3224 e_tot_ev=-7828.366 orbital_gap_ev=9.641
C 1.2346 -0.5644 -1.1489
C 2.3933 -0.3575 -1.7021
C 0.0372 -1.3004 -0.8825
C 0.4308 0.5512 -0.3564
C 1.1445 0.9205 0.9212
C -1.9272 -0.1999 0.3412
N -0.6007 -0.4021 -0.1974
H 0.0079 -2.4133 -0.8704
H 0.0375 1.3384 -1.0342
H 2.0942 1.6204 0.7851
H 1.4167 -0.1065 1.4725
H 0.4965 1.5521 1.4132
H -2.3141 -1.1658 0.1574
H -2.5510 0.3967 -0.2665
H -1.9002 0.1305 1.3677

=====

Record 2
99
Properties=species:S:1:pos:R:3 method="wB97M-V/def2-TZVPD" s_squared=0.750 total_charge=-1 molar_mass_g_mol=627.750 multiplicity=2 e_lumo_ha="0.0645 / 0.0625" e_above_lowest_ev=3.2101 e_tot_ev=-60367.851 orbital_gap_ev="1.591 / 8.346"
C 1.8813 -0.8615 -0.9394
C 1.4695 0.6043 -1.3541
C 2.0503 1.6837 -0.5421
O 2.1760 1.2592 0.8321
C 0.9215 1.4207 1.4622
N 1.5478 0.9340 -2.7406
H 1.3127 -1.6671 -1.4040
H 1.8762 -0.9257 0.1487
H 2.9269 -0.9410 -1.2370
H 0.4245 0.6637 -1.0499
H 1.4691 2.5557 -0.8421
H 3.0794 1.8955 -0.8321
H 0.9126 1.2249 2.5344
H 0.0919 0.8505 1.0441
H 0.6936 2.4854 1.4113
H 1.2625 0.1158 -3.2595
H 0.8995 1.6729 -2.9726
C -4.7402 -4.1089 1.1719
C -4.6716 -2.5849 1.1434
C -3.5142 -1.9444 0.3713
O -3.6541 -0.5093 0.5129
C -2.4472 0.1113 0.2839
N -5.9192 -2.0807 0.6282
H -4.8189 -4.5467 0.1767
H -5.5568 -4.3527 1.8515
H -3.7623 -4.5088 1.4398
H -4.4900 -2.3173 2.1843
H -3.5146 -2.3760 -0.6296
H -2.6472 -2.2901 0.9343
H -1.9345 0.0334 -0.6749
H -1.7446 0.0191 1.1121
H -2.5402 1.1933 0.3772
H -6.0318 -2.4010 -0.3231
H -5.7552 -1.0967 0.4702
C -0.7810 -4.5984 -6.8837
C -0.9197 -3.1674 -7.4092
C -0.8293 -2.1310 -6.2392
O -1.0319 -0.8293 -6.8097
C -0.9107 0.2649 -5.8866
N 0.2040 -3.0284 -8.2666
H -1.6018 -4.9422 -6.2543
H -0.1319 -4.5116 -6.0124
H -0.4913 -5.3850 -7.5805
H -1.7505 -2.9141 -8.0679
H -0.0332 -2.3534 -5.5286
H -1.7207 -2.2455 -5.6225
H -0.6308 1.1607 -6.4410
H -0.0223 0.0045 -5.3112
H -1.7985 0.3699 -5.2631
H 0.3915 -3.5743 -9.0954
H -0.0294 -2.1527 -8.7124
C 5.0730 -1.5971 0.9698
O 6.1264 -2.0922 1.1971
N 4.8507 -0.3464 0.7744
N 3.9721 -2.2394 1.0768
H 3.9089 0.0090 0.6921
H 5.5871 0.2813 1.0639
H 3.9979 -3.2360 1.2386
H 3.1214 -1.7614 0.8162
C 0.7501 2.0672 6.4392
O 0.5658 0.8489 6.4392
N 0.7613 2.8366 5.3771
N 0.9535 2.7920 7.5737
H 0.2238 2.4888 4.5960
H 1.0356 3.7978 5.5215
H 0.9756 3.8006 7.5263
H 0.9650 2.3873 8.4990
C -1.8953 2.7445 -3.0649
O -0.6855 2.5650 -3.3023
N -2.8360 1.8349 -3.0973
N -2.5044 3.8159 -2.6637
H -2.4690 0.9031 -3.2283
H -3.7814 2.0864 -3.3486
H -3.4957 3.6967 -2.5111
H -2.1392 4.7031 -2.9795
C 1.4087 -2.2979 4.5531
O 1.0562 -3.3617 5.0205
N 1.1171 -1.7412 3.4225
N 1.9507 -1.3121 5.1695
H 1.3957 -0.7703 3.4261
H 0.7265 -2.2069 2.6159
H 2.1874 -1.4390 6.1432
H 1.5847 -0.4047 4.9192
C -2.3515 0.4073 4.1393
O -1.7387 1.3337 3.5542
N -1.9008 -0.1521 5.2057
N -3.5916 0.0648 3.9588
H -1.0348 0.1368 5.6377
H -2.3545 -0.9429 5.6404
H -4.0300 0.4985 3.1589
H -4.0428 -0.2801 4.7941
C 4.8477 5.5338 1.0264
O 4.3321 6.6331 1.2304
N 4.3757 4.5030 0.4351
N 6.1222 5.3539 1.3351
H 3.4287 4.5412 0.0860
H 4.9944 3.7629 0.1359
H 6.5989 4.4799 1.1650
H 6.6913 6.0960 1.7166

=====

Record 3
69
Properties=species:S:1:pos:R:3 method="wB97M-V/def2-TZVPD" smiles=CC(C)O.CC(C)O.CC(C)O.CC(C)O.CO.O.O.O.O.O total_charge=0 molar_mass_g_mol=362.501 e_lumo_ha=0.0163 e_above_lowest_ev=0.0000 e_tot_ev=-34701.743 orbital_gap_ev=10.605
O -2.6647 3.3281 -2.7261
H -2.8419 3.2844 -1.7501
H -3.5494 3.2475 -3.0420
O -0.1006 3.1449 1.3329
H 0.4502 2.3835 1.4762
H 0.3698 3.7228 0.7061
O -1.4331 1.1737 -3.9452
H -1.9162 0.4448 -4.3664
H -1.9983 1.7143 -3.3376
O -4.4040 0.7234 -1.3286
H -5.1006 0.4215 -0.7764
H -3.7644 -0.0390 -1.3543
O -3.0882 2.7944 0.0096
H -2.2094 2.9722 0.3398
H -3.0691 1.8486 -0.1667
C 1.1167 3.0860 -2.5848
C 1.7952 3.1831 -1.2233
C 3.3434 3.0728 -1.3505
O 1.4791 4.4243 -0.5239
H 0.0128 3.2026 -2.5369
H 1.4362 2.0770 -2.8900
H 1.5176 3.8179 -3.2705
H 1.5074 2.3666 -0.5672
H 3.5975 2.1318 -1.8787
H 3.7599 2.8438 -0.3706
H 3.8757 3.8040 -1.9258
H 1.1173 5.0155 -1.1853
C -3.9183 -2.4539 0.7267
C -2.9351 -2.4847 -0.4167
C -2.1908 -3.8167 -0.5654
O -3.5047 -2.0848 -1.6389
H -4.3177 -1.4526 0.8575
H -3.3848 -2.7617 1.6190
H -4.7789 -3.0767 0.4786
H -2.1798 -1.7371 -0.1682
H -1.7866 -4.1375 0.3958
H -1.2919 -3.7065 -1.1970
H -2.8654 -4.5686 -0.9887
H -3.8365 -2.7998 -2.2075
C 0.5986 0.1730 3.6731
C 1.9238 0.6159 3.1508
C 3.0873 -0.2956 3.4173
O 1.7026 0.6412 1.6981
H 0.5732 0.2820 4.7569
H 0.3366 -0.8563 3.4172
H -0.1521 0.8800 3.2968
H 2.1565 1.6306 3.4501
H 3.3150 -0.2859 4.4626
H 3.9273 0.0133 2.8046
H 2.8591 -1.3545 3.1981
H 2.1525 -0.0792 1.2291
C 2.0458 -3.7246 1.7432
C 2.8674 -3.2698 0.5492
C 2.0591 -2.5922 -0.6357
O 3.7487 -2.2795 0.9942
H 2.6058 -4.2105 2.5211
H 1.2610 -4.4653 1.4576
H 1.5149 -2.9196 2.2414
H 3.3821 -4.1478 0.1465
H 1.4910 -1.7784 -0.2289
H 1.3459 -3.3511 -1.0358
H 2.7454 -2.2241 -1.3633
H 4.2927 -2.5324 1.7409
C -0.5493 0.1097 -0.4067
O -1.6927 0.2223 -1.2324
H 0.3469 0.2449 -1.0255
H -0.4981 0.8899 0.3730
H -0.3723 -0.8605 0.0687
H -1.3231 0.4143 -2.1212

=====

Record 4
49
Properties=species:S:1:pos:R:3 method="wB97M-V/def2-TZVPD" total_charge=0 molar_mass_g_mol=335.400 e_lumo_ha=-0.0029 e_above_lowest_ev=19.9654 e_tot_ev=-30781.625 orbital_gap_ev=8.213
C -5.8907 -2.2680 1.0541
C -4.9255 -1.1079 0.5166
H -5.3934 -0.0585 0.7635
H -4.8823 -1.1567 -0.5922
O -3.8039 -1.4078 1.0278
C -2.8656 -0.4490 1.0550
C -1.7489 -0.8212 1.8885
C -0.5382 0.0926 1.5506
C -0.5560 1.2395 0.7855
C -1.6044 1.5150 0.1473
C -2.8591 1.0017 0.2191
O -4.0512 1.2225 -0.5749
C -3.9346 2.0374 -1.4852
C -3.2398 1.9961 -2.6563
H -3.3740 2.7396 -3.4930
H -2.2742 1.6751 -2.4161
H -3.6802 0.8728 -3.1027
H -5.0584 2.3467 -1.4672
H -3.4245 3.2196 -0.9669
H -1.6130 2.5057 -0.3199
C 0.6298 2.0829 0.6629
O 0.6279 3.1413 0.1782
O 1.6863 1.8010 1.6063
C 2.8470 2.4599 1.6488
H 2.7569 3.5044 0.6631
H 3.2998 2.6870 2.4833
C 4.0484 1.4270 0.8074
O 5.1891 2.2376 0.6700
N 3.5923 0.3585 0.4917
H 2.7558 0.0536 0.6075
C 4.5706 -0.4125 -0.3477
C 4.6677 -1.8684 0.3665
H 4.1331 -1.7401 1.4241
H 5.7089 -2.1516 0.7645
C 4.1348 -3.0171 -0.4208
H 5.0314 -3.1969 -0.9462
H 3.6915 -3.7334 -0.0401
C 3.2328 -2.2052 -1.1238
H 3.0247 -2.7535 -2.2797
H 2.1615 -1.8893 -0.8123
C 4.0644 -1.0020 -1.5048
H 3.2103 -0.0688 -1.8372
H 4.7014 -1.1525 -2.3346
H 5.4610 -0.1349 -0.3651
H 0.2484 -0.1454 2.1728
H -1.5469 -1.6509 2.3136
H -5.9903 -2.3504 2.0903
H -6.7827 -2.3596 0.5285
H -5.4378 -3.1154 0.5988

=====

Record 5
22
Properties=species:S:1:pos:R:3 method="wB97M-V/def2-TZVPD" smiles="CC(C)=CO.C/C=N/O" total_charge=0 molar_mass_g_mol=131.175 e_lumo_ha=0.0309 e_above_lowest_ev=4.2389 e_tot_ev=-12014.486 orbital_gap_ev=8.537
C -0.5771 1.6789 1.3064
C -1.4737 -0.6996 1.0731
C -0.8952 0.5205 0.4229
C -0.9318 0.6844 -0.9366
O -1.5194 -0.2103 -1.8141
H -2.2851 -0.6303 -1.4043
H -0.7734 1.6593 -1.3806
H 0.0828 1.3846 2.1204
H -0.0889 2.4811 0.7586
H -1.3194 -0.6796 2.1485
H -2.5469 -0.7618 0.8672
H -1.5036 2.0393 1.7623
H -1.0018 -1.5999 0.6800
C 1.3453 -1.2627 -1.7791
C 1.4201 -0.2408 -0.6982
O 2.2232 0.3077 1.3496
N 1.5467 -0.6600 0.5379
H 2.4643 -0.2035 2.1319
H 1.8214 0.7355 -0.9706
H 0.6699 -0.9437 -2.5711
H 2.3418 -1.3786 -2.2094
H 1.0010 -2.2202 -1.3947

=====

Record 6
15
Properties=species:S:1:pos:R:3 method="wB97M-V/def2-TZVPD" total_charge=+2 molar_mass_g_mol=311.896 e_lumo_ha=-0.4367 e_tot_ev=-60679.563 orbital_gap_ev=2.154
O -2.7224 0.2830 -0.6048
C -1.6690 -0.2803 -0.3988
O -1.7316 -1.6702 0.0395
C -0.4081 0.4069 -0.5283
B 0.7167 -0.1681 0.5519
P 2.2455 1.0984 0.4285
S 3.8423 -0.0136 0.7131
H -1.7078 -2.2832 -0.7525
H -0.6240 1.4394 -0.2581
H -0.0292 0.4175 -1.5517
H 0.3104 -0.1850 1.6783
H 1.0840 -1.2678 0.2383
H 2.2877 1.5772 -0.8952
H 2.1543 2.1604 1.3425
Lu -3.7488 -1.5145 -0.0025